{"formula": "C43H59F9O39", "method": "wB97M-V/def2-TZVPD", "species": ["C", "C", "O", "C", "O", "O", "F", "H", "H", "H", "C", "C", "O", "C", "O", "O", "F", "H", "H", "H", "C", "C", "O", "C", "O", "O", "F", "H", "H", "H", "C", "C", "O", "C", "O", "O", "F", "H", "H", "H", "C", "C", "O", "C", "O", "O", "F", "H", "H", "H", "C", "C", "O", "C", "O", "O", "F", "H", "H", "H", "C", "C", "O", "C", "O", "O", "F", "H", "H", "H", "C", "C", "O", "C", "O", "O", "F", "H", "H", "H", "C", "C", "O", "C", "O", "O", "F", "H", "H", "H", "C", "C", "O", "C", "O", "O", "C", "H", "H", "H", "H", "H", "H", "H", "H", "C", "C", "O", "C", "O", "O", "C", "H", "H", "H", "H", "H", "H", "H", "H", "C", "C", "O", "C", "O", "O", "C", "H", "H", "H", "H", "H", "H", "H", "H", "C", "C", "O", "C", "O", "O", "C", "H", "H", "H", "H", "H", "H", "H", "H"], "coordinates": [[5.065026, -1.606859, 3.141460], [5.904679, -2.386526, 4.186038], [5.418564, -2.046221, 5.429154], [4.739555, -0.885276, 5.321384], [4.382732, -0.262981, 6.253698], [4.428237, -0.671001, 4.021171], [7.324518, -2.078491, 4.103559], [4.405687, -2.263603, 2.556548], [5.768352, -1.064470, 2.554096], [5.903169, -3.449156, 4.110032], [-2.109118, 3.482648, 0.193000], [-2.955794, 4.442624, 1.041168], [-4.164503, 4.416873, 0.350622], [-4.027792, 3.802070, -0.890532], [-4.829615, 3.897603, -1.758793], [-2.937008, 3.090082, -0.894625], [-2.454285, 5.716253, 1.007042], [-1.714533, 2.609389, 0.658712], [-1.259077, 3.970717, -0.216874], [-3.178261, 4.232756, 2.102843], [6.769863, 2.807293, 5.628498], [5.658440, 3.881860, 5.434501], [4.894429, 3.466365, 4.357468], [5.617103, 2.477858, 3.713432], [5.337365, 2.025381, 2.617621], [6.650618, 2.049972, 4.459827], [6.386277, 5.017631, 5.179954], [6.709592, 2.255437, 6.549538], [7.700598, 3.408545, 5.643298], [4.964065, 3.963164, 6.277259], [-4.739671, 2.578690, -5.742484], [-4.865869, 1.654128, -6.957160], [-4.041792, 2.183962, -7.922668], [-3.657695, 3.458014, -7.529449], [-2.947867, 4.230785, -8.114610], [-4.099421, 3.756777, -6.278063], [-6.159751, 1.574022, -7.446239], [-4.091272, 2.184133, -4.953080], [-5.715154, 2.885852, -5.348371], [-4.638834, 0.628011, -6.697715], [-4.764096, -1.629257, -4.927374], [-5.091161, -2.539786, -6.068533], [-5.507542, -3.644990, -5.428516], [-5.141448, -3.703109, -4.146351], [-5.296387, -4.573192, -3.371735], [-4.592522, -2.531753, -3.854340], [-3.882324, -2.720521, -6.729990], [-5.434797, -0.759847, -4.614335], [-3.827557, -1.174109, -5.199896], [-5.799780, -2.260797, -6.793831], [5.116362, 2.795947, -0.731960], [3.629969, 2.610584, -0.421993], [3.209400, 1.574858, -1.226328], [4.298936, 1.019689, -1.849045], [4.196736, 0.081012, -2.610353], [5.404496, 1.676712, -1.560200], [2.877589, 3.699538, -0.722507], [5.748599, 2.849348, 0.212798], [5.242568, 3.663393, -1.288371], [3.497028, 2.358954, 0.657799], [-5.368062, -1.985146, -0.174981], [-6.602690, -2.330493, -0.910711], [-6.507955, -1.630841, -2.114270], [-5.524987, -0.701434, -1.986725], [-5.351557, 0.165932, -2.785084], [-4.705104, -0.926879, -0.948721], [-7.741265, -1.989103, -0.265559], [-4.626527, -2.754233, -0.146888], [-5.499689, -1.724955, 0.883793], [-6.693790, -3.344999, -1.147284], [0.799708, -5.631933, 5.762004], [0.021991, -4.783991, 4.763360], [1.045739, -4.212547, 4.008543], [2.299794, -4.272437, 4.667199], [3.287371, -3.676845, 4.401612], [2.118655, -5.061750, 5.714682], [-0.621784, -3.750710, 5.378881], [0.857986, -6.637104, 5.506754], [0.318738, -5.618823, 6.764347], [-0.740489, -5.230470, 4.170643], [3.162789, -3.192170, -1.108155], [4.313672, -2.239626, -0.855148], [5.121692, -2.951411, 0.051617], [4.410018, -3.987800, 0.548410], [4.771982, -4.586879, 1.450593], [3.174580, -4.093030, -0.022111], [3.820225, -1.043871, -0.215570], [3.420332, -3.794194, -2.004391], [2.158606, -2.699371, -1.218760], [4.910533, -1.940064, -1.697812], [1.338423, 1.387327, 3.878603], [1.466014, 2.853542, 3.575611], [0.113016, 3.368788, 3.437301], [-0.107004, 4.519022, 3.960128], [0.589101, 5.200608, 4.616755], [-1.437066, 4.808041, 3.771852], [-1.789192, 6.177725, 4.089271], [0.865608, 0.767753, 3.122177], [0.823178, 1.245664, 4.729769], [2.331758, 0.957628, 4.184438], [2.042033, 3.113781, 2.654445], [1.935677, 3.320854, 4.411863], [-1.430124, 6.371269, 5.027381], [-2.875350, 6.227349, 4.048726], [-1.364780, 6.744378, 3.305388], [-3.326746, -1.039874, 4.572759], [-3.133028, -1.547324, 3.157288], [-2.510247, -2.882609, 3.210785], [-2.116812, -3.329014, 2.040414], [-2.425880, -2.784610, 0.994239], [-1.339374, -4.330626, 2.142936], [-0.584872, -4.828177, 1.006252], [-4.187667, -1.562543, 4.944364], [-3.438760, 0.008178, 4.469556], [-2.388954, -1.179285, 5.106763], [-2.531428, -0.964934, 2.513075], [-4.094330, -1.742837, 2.581714], [-1.190639, -5.570126, 0.527547], [0.288455, -5.340907, 1.430077], [-0.400305, -4.066295, 0.272044], [1.978151, 1.729734, -5.281548], [0.692045, 2.668474, -5.416945], [-0.491378, 1.893108, -5.386121], [-0.914634, 1.007493, -6.318163], [-2.011384, 0.520968, -6.279772], [0.002291, 0.807622, -7.202329], [-0.359401, -0.148280, -8.231915], [2.064454, 1.096554, -6.240628], [1.925193, 1.114139, -4.349989], [2.903988, 2.349834, -5.287337], [0.747826, 3.247041, -6.356733], [0.626618, 3.286290, -4.539349], [-1.136891, -0.772077, -7.905914], [0.516190, -0.781324, -8.343362], [-0.573847, 0.346844, -9.178449], [-1.027839, -0.763340, -2.752498], [-0.592609, -0.132319, -1.431567], [-0.160755, -1.221363, -0.620196], [0.260204, -0.965289, 0.603650], [0.053421, 0.088120, 1.190330], [1.015793, -2.013610, 1.057650], [1.552764, -1.796350, 2.316320], [-1.965906, -1.320674, -2.570116], [-0.266070, -1.393138, -3.160622], [-1.313217, -0.039890, -3.565577], [-1.363162, 0.432124, -0.885017], [0.342360, 0.431234, -1.604338], [2.298567, -2.554245, 2.578005], [0.693866, -1.833845, 3.064117], [2.026522, -0.786383, 2.378422]], "forces_ev_per_angstrom": [[1.2, -0.5, 1.9], [1.5, -0.8, -0.6], [0.9, 0.3, -0.2], [-0.6, -1.2, -1.0], [-0.3, 1.1, 0.5], [-0.6, 0.7, -0.1], [-2.0, 0.2, 0.1], [0.0, 0.6, 0.6], [0.2, 0.4, -0.9], [-0.2, -0.7, -0.3], [0.3, 0.0, 0.3], [-0.7, -0.6, 0.1], [-0.5, 0.3, -0.6], [-1.6, 0.9, 0.5], [0.1, -0.1, 0.1], [1.1, -0.6, -0.2], [0.3, 0.1, -0.2], [-0.1, -0.7, 0.8], [0.7, 0.8, -0.3], [0.5, -0.2, -0.6], [-0.2, 2.0, 0.3], [0.7, -1.0, 1.6], [1.2, -0.7, -0.9], [-0.7, -1.0, -2.0], [0.4, 1.1, 2.2], [-0.3, -0.5, -0.7], [-1.1, 0.6, -0.2], [-0.3, -0.7, 0.1], [-0.3, -0.7, -0.2], [0.4, 0.7, -0.1], [-0.2, 0.7, 0.0], [-0.6, -0.6, 1.1], [0.5, 1.2, 0.0], [1.2, 1.4, 0.6], [-1.0, -1.5, -0.2], [-0.3, -1.2, -0.9], [0.0, 0.5, 0.0], [-0.3, -0.1, -0.2], [0.2, -0.3, 0.0], [0.6, -0.1, -0.3], [-0.3, 2.5, 0.2], [1.1, 1.3, 0.5], [-1.3, -3.3, -1.1], [0.4, 1.4, 0.2], [-0.3, -1.2, 0.3], [0.7, 0.8, 0.9], [-0.2, -0.7, -0.3], [0.4, -1.6, -0.7], [0.6, 0.2, 0.3], [-0.9, 0.5, -0.8], [-0.1, -0.8, 2.0], [0.3, 0.0, 1.9], [0.6, -0.9, -0.5], [-1.5, -1.4, -1.6], [0.4, 1.5, 1.1], [0.8, -0.2, 0.2], [0.1, 0.4, 0.0], [-0.8, -0.5, -1.3], [0.4, 1.7, -1.1], [-0.3, 0.2, -0.8], [2.1, 0.6, 1.0], [-0.3, 0.1, -0.6], [0.0, 0.6, 0.6], [0.9, 0.7, -0.9], [-0.1, 0.2, 0.1], [-2.0, -0.5, 0.6], [-0.5, 0.6, 0.5], [0.2, -0.9, -0.2], [-0.3, 0.5, -0.5], [-0.1, -1.7, -0.3], [-0.7, 1.6, 0.8], [1.1, 0.6, 0.7], [1.4, 0.2, -0.9], [-2.4, -0.1, 0.4], [-0.3, -0.2, -0.5], [0.2, -0.7, 1.2], [-0.2, 0.3, 0.7], [0.2, -1.8, -0.9], [0.8, 0.6, -0.5], [-0.1, -0.7, -0.7], [-0.8, 0.1, -1.7], [-0.6, 0.9, 1.1], [-0.4, 0.8, -1.0], [-2.1, 2.2, -1.7], [1.5, -3.1, 3.5], [0.9, 0.3, 0.4], [0.8, -1.7, -0.3], [-0.4, 0.5, 0.2], [1.1, -0.4, 0.2], [-0.1, 0.3, -0.2], [2.8, -0.5, -2.0], [0.0, -0.5, -0.8], [0.9, -1.6, -1.2], [-3.6, 0.6, 0.3], [2.2, 1.5, 1.0], [0.3, -0.3, -0.3], [-1.0, -2.0, -1.8], [0.2, 0.3, -0.3], [-2.2, -0.1, 3.1], [-0.6, 0.4, -0.8], [-0.5, -0.3, 0.6], [0.3, 0.6, 0.4], [0.9, 1.0, 2.3], [0.1, 0.0, 0.0], [0.4, 1.2, -0.5], [0.9, -0.9, -1.6], [-1.6, -2.0, -0.6], [0.0, 0.3, 1.1], [-1.2, 2.6, -1.8], [0.1, -0.3, -0.2], [1.9, -2.3, 0.7], [-0.6, -0.5, 0.5], [-0.2, 0.1, 0.9], [-0.7, 1.1, 0.2], [-0.2, -0.3, 0.4], [0.8, 0.9, -0.4], [0.9, 0.6, 0.9], [-0.4, -0.5, -0.3], [-0.1, 0.6, -0.2], [0.4, 0.5, 0.1], [-0.4, 0.3, -1.3], [2.2, -1.7, -0.8], [-1.7, -0.6, 0.4], [0.0, 1.7, 1.7], [-0.3, -0.2, 0.3], [0.6, -0.9, -2.0], [1.7, 0.3, -0.4], [-0.2, 0.7, 1.8], [0.1, 0.4, -0.9], [-0.7, -0.3, 0.3], [-0.1, -0.1, 0.5], [-0.1, 0.5, 0.1], [-1.3, -0.5, 0.4], [0.2, 0.1, -0.2], [-0.1, 0.1, 0.3], [-2.0, 1.0, -0.1], [0.7, 0.4, -0.8], [0.4, -1.6, 0.6], [0.3, 1.0, 0.2], [0.3, -1.5, -0.3], [-1.2, 0.7, -1.9], [-0.2, 1.2, 2.5], [0.6, -0.1, -0.1], [0.5, -0.5, -0.1], [0.5, -0.2, 1.0], [0.3, -0.1, -0.5], [-0.7, 0.5, 0.2], [-0.5, 0.0, -0.4], [1.3, 0.1, -0.6], [-0.3, -0.8, -0.1]], "homo_energy_ev": -10.8991, "energy_ev": -149858.388, "gap_ev": 11.154}